Density functional theory data (the ωB97M-V functional and the def2-TZVPD basis) for a single C18H17N3O3S molecule.

Properties
- energy above the lowest of the compared OMol25 structures with the same formula, charge and spin (kcal per mole) = 8.7
- calculated total energy (Eh) = -1484.3692
- HOMO-LUMO gap (eV) = 8.504

ORCA input file:
```
! RIJCOSX wB97M-V def2-TZVPD def2/J DEFGRID3
* xyz 0 1
C -1.8488 -2.7372 -2.1038
C -1.4012 -1.8607 -0.9430
C -2.5168 -1.6863 0.1188
C -1.9159 -0.9187 1.2906
O -1.5141 -1.4579 2.2899
N -1.7890 0.4412 1.0981
C -2.5005 1.0282 0.2133
S -2.2725 2.7261 -0.0986
C -0.6438 2.9078 0.6631
C 0.3537 1.9841 -0.0465
O 0.0475 1.2725 -0.9729
N 1.5909 2.0653 0.4847
C 2.6730 1.2523 0.0408
C 3.7383 1.8322 -0.5968
C 4.7991 1.0433 -1.0628
C 4.7748 -0.3121 -0.8933
C 3.7028 -0.9376 -0.2233
C 3.6717 -2.3320 -0.0108
C 2.6454 -2.9133 0.6796
C 1.6062 -2.1246 1.1963
C 1.5955 -0.7727 0.9924
C 2.6308 -0.1459 0.2696
N -3.5062 0.4319 -0.4904
C -3.6723 -0.9475 -0.4992
O -4.6401 -1.4471 -1.0099
H -2.1057 -3.7342 -1.7531
H -2.7197 -2.3181 -2.6015
H -1.0435 -2.8221 -2.8291
H -1.0849 -0.8796 -1.3055
H -0.5415 -2.3186 -0.4489
H -2.8473 -2.6741 0.4511
H -0.7280 2.6349 1.7152
H -0.3630 3.9554 0.5583
H 1.7877 2.7614 1.1879
H 3.7559 2.9014 -0.7510
H 5.6266 1.5197 -1.5668
H 5.5829 -0.9259 -1.2638
H 4.4831 -2.9310 -0.3990
H 2.6328 -3.9811 0.8417
H 0.8123 -2.5827 1.7673
H 0.7897 -0.1803 1.3962
H -4.1677 0.9956 -1.0107
*
```